129
Properties=species:S:1:pos:R:3:forces:R:3 method="wB97M-V/def2-TZVPD" homo_energy_ev="-11.328 / -11.328" s_squared=2.018 e_tot_ev=-466510.3309 gap_ha="0.1635 / 0.1074" spin_multiplicity=3 charge=+1 relative_energy_kcal_mol=239.9
Ni 1.616367 -4.668174 2.273897 -0.1 0.0 0.0
C -4.227855 -1.063817 1.684208 0.7 -0.3 2.3
F -5.087407 -2.068546 1.828194 0.9 0.7 -0.6
F -4.848204 0.038089 1.361713 0.3 -0.2 -0.4
F -3.599803 -0.875860 2.899716 -0.5 -0.3 -1.9
S -2.900939 -1.554914 0.270471 -1.0 -2.9 -2.2
O -3.214993 -2.982093 -0.028979 1.4 3.7 1.3
O -3.118682 -0.575475 -0.793232 0.3 -1.0 1.5
N -1.204325 -1.355321 0.895344 -3.3 0.6 -0.1
S -0.898352 0.171657 0.761093 2.1 -1.0 -1.9
O -2.005073 1.105327 0.911785 -0.5 0.4 0.6
O 0.216237 0.498048 1.618281 0.1 0.3 0.0
C -0.235997 0.412072 -1.091346 -1.9 -1.4 -0.5
F -0.830328 1.424124 -1.680929 0.4 0.7 0.6
F 1.064191 0.522534 -1.033451 0.1 0.2 -0.1
F -0.591888 -0.661478 -1.862844 0.9 0.5 1.3
O 8.351213 -2.821989 -1.524128 -1.2 0.2 1.7
S 8.030093 -2.913467 -0.106937 2.8 0.0 0.8
O 6.697699 -3.096779 0.436540 1.5 0.3 -0.9
O 8.924458 -4.131828 0.514681 -2.5 0.2 0.2
C 10.251422 -4.443886 0.109451 0.1 0.7 -1.0
C 10.365678 -4.821728 -1.369248 0.3 -0.1 -0.1
C 8.944094 -1.505522 0.783343 -1.5 -0.2 -1.1
H 10.559711 -5.253350 0.771126 -0.1 0.1 -0.1
H 10.806584 -3.537926 0.352639 0.7 -0.2 -0.1
H 9.535020 -5.439668 -1.710204 0.0 -0.1 0.3
H 11.286631 -5.387060 -1.511901 0.0 0.0 0.0
H 10.379985 -3.973667 -2.053873 0.1 0.1 0.3
H 8.648734 -1.461725 1.831652 0.2 -0.4 -0.1
H 8.581338 -0.604501 0.288709 -0.1 0.0 0.0
H 10.018855 -1.524209 0.602672 -0.2 -0.5 0.1
O 0.588231 -6.334390 -3.179295 -0.4 -1.3 -1.2
S 0.294313 -7.003448 -4.437742 0.6 0.3 -1.5
O 0.012433 -8.429135 -4.616417 0.2 2.2 0.8
O -0.884224 -6.080292 -5.076536 0.6 -1.5 1.5
C -1.672568 -6.520098 -6.192390 -0.4 1.2 -0.4
C -2.470980 -5.245629 -6.449818 0.4 -0.7 -0.9
C 1.583735 -6.520363 -5.675083 -0.6 -0.1 1.3
H -2.428411 -7.289566 -6.035162 0.6 -0.5 0.8
H -0.998933 -6.813411 -6.997556 -0.2 0.0 -0.2
H -3.139330 -5.464534 -7.282582 -0.3 0.3 0.1
H -1.794272 -4.443780 -6.745114 -0.2 0.1 0.2
H -3.005393 -5.023973 -5.526036 -0.1 0.2 -0.3
H 1.325057 -6.987779 -6.625205 0.1 0.2 0.1
H 2.580703 -6.800801 -5.335215 -0.2 -0.3 0.0
H 1.521152 -5.432220 -5.663634 0.0 -0.1 -0.3
O 2.864831 5.842637 -7.868503 -0.4 -0.1 -0.4
S 4.013774 6.304020 -7.172874 1.8 0.9 3.4
O 3.954108 6.578984 -5.705189 0.3 -0.7 -3.9
O 5.225433 5.205454 -7.367651 -0.8 1.8 1.6
C 5.267677 4.360087 -8.468744 -0.6 -2.1 -1.2
C 5.101439 2.868974 -8.054408 0.5 0.6 -0.2
C 4.734562 7.731379 -8.093265 -0.4 -1.1 0.7
H 6.212576 4.489927 -8.996398 0.1 0.1 0.2
H 4.475126 4.554004 -9.191470 -0.1 0.4 0.1
H 6.009031 2.505779 -7.572250 -0.1 0.0 0.1
H 4.949667 2.278497 -8.957950 0.0 0.0 -0.1
H 4.253821 2.684170 -7.394488 0.0 0.3 0.0
H 3.933351 8.455249 -8.242192 0.0 -0.2 -0.3
H 5.102205 7.221233 -8.983611 -0.2 0.5 -0.3
H 5.561292 8.208517 -7.566997 -0.1 -0.4 0.2
O 0.952456 -2.157554 7.793839 -1.0 1.9 1.7
S 0.717235 -1.066340 8.747459 -0.1 0.6 1.6
O -0.150475 0.111601 8.497145 1.8 -2.7 0.0
O 0.232640 -1.723541 10.219244 0.5 -0.2 -2.2
C -0.418482 -0.908865 11.214408 0.0 0.0 0.8
C -0.068965 -1.512160 12.599951 -0.3 -0.1 -0.7
C 2.354332 -0.482435 9.352134 -0.8 0.5 -0.6
H -1.498627 -0.965362 11.079511 0.0 0.1 -0.2
H -0.086630 0.120903 11.081965 -0.1 0.0 0.2
H -0.594562 -1.067809 13.445165 0.1 0.6 -0.3
H 1.004117 -1.498216 12.790766 -0.1 -0.1 0.0
H -0.456140 -2.530714 12.627413 0.4 -0.2 -0.2
H 2.965373 -0.207947 8.492262 -0.1 -0.2 0.0
H 2.862679 -1.202947 9.992867 -0.4 -0.1 -0.3
H 2.122581 0.434169 9.894559 0.1 -0.1 0.1
O -2.969288 -6.864280 5.155466 -1.0 -1.2 2.2
S -3.668336 -7.686674 6.152873 -0.7 -2.3 -0.1
O -2.964073 -8.658899 7.054902 -1.6 3.0 -2.2
O -4.704939 -6.728014 6.996524 2.1 0.0 -2.7
C -5.021392 -7.077940 8.299743 -0.7 0.5 1.8
C -6.104236 -6.097336 8.734445 -0.6 0.0 0.8
C -5.036396 -8.595147 5.216093 1.1 0.6 0.0
H -4.144453 -6.907920 8.924386 0.0 -0.5 0.1
H -5.381755 -8.105609 8.346058 0.2 -0.1 0.1
H -5.726444 -5.157964 9.138117 0.3 0.1 -0.5
H -6.673655 -6.469685 9.586039 0.1 -0.5 0.0
H -6.850416 -5.898653 7.965135 0.2 0.0 -0.2
H -5.445279 -7.835214 4.550192 0.0 0.0 0.1
H -5.835635 -9.022412 5.821699 0.4 0.3 0.5
H -4.594022 -9.393499 4.620233 0.2 0.1 0.1
C -7.789737 3.545553 8.107823 -0.7 0.2 2.0
Br -8.888684 5.094355 7.678223 0.5 -0.6 -0.4
Br -9.062834 2.056791 8.655387 1.3 1.0 -0.6
Br -6.646914 4.121822 9.680101 -0.7 -0.7 -1.1
H -7.079664 3.221083 7.347150 -0.6 0.1 0.0
C 2.983752 7.001341 2.768301 2.5 1.3 -0.9
C 3.709010 8.335018 2.963429 0.8 1.8 -2.5
O 4.106598 8.481512 4.263722 -0.5 -1.9 4.8
S 3.256782 7.412721 5.252776 0.5 0.9 0.6
O 2.516949 8.180183 6.311666 2.1 -2.8 -3.7
O 4.137010 6.265837 5.576097 -2.3 2.8 -0.6
O 2.300575 7.004947 3.942466 -2.2 -1.0 4.1
H 3.745635 6.222848 2.728505 -0.2 -0.4 -0.1
H 2.318265 6.966386 1.905743 0.0 0.1 0.3
H 3.086389 9.214701 2.800317 -0.4 -0.2 -0.7
H 4.685748 8.513068 2.513572 -0.4 -0.5 -1.3
C -2.804727 1.718546 -10.255072 -0.3 1.7 -0.2
C -3.551300 2.061039 -8.898125 1.8 1.4 -0.9
O -4.927827 1.993314 -9.132008 -1.9 -1.5 -2.1
S -5.228876 1.956131 -10.826453 0.8 -2.2 -0.9
O -5.195752 3.292030 -11.378771 -0.6 -1.5 1.3
O -6.202522 0.931238 -11.232724 1.7 2.9 1.6
O -3.783280 1.258999 -11.190504 -1.1 0.0 1.1
H -1.982961 1.007931 -10.166672 -0.4 -0.1 0.0
H -2.444536 2.645078 -10.702174 0.5 0.0 0.3
H -3.476648 3.090190 -8.546870 1.0 0.3 -0.5
H -3.015435 1.507152 -8.127318 -1.4 -1.0 0.4
C -6.059360 6.395656 -2.545498 0.5 0.4 0.0
C -4.894827 7.394940 -2.694981 0.3 -1.9 1.0
O -5.391994 8.401911 -3.464256 -1.4 1.8 -2.3
S -6.550495 7.908209 -4.546512 -0.4 0.0 -1.0
O -5.970653 7.671255 -5.876199 -1.1 0.5 3.1
O -7.744769 8.741830 -4.414435 2.6 -1.6 -0.1
O -6.785838 6.463302 -3.797348 0.6 0.9 -0.2
H -6.734725 6.659708 -1.731705 0.0 -0.2 0.0
H -5.586045 5.420546 -2.430411 -0.7 -0.2 0.0
H -4.049091 6.854957 -3.120703 0.1 0.2 -0.7
H -4.499304 7.795966 -1.761794 -0.5 0.1 0.1

97
Properties=species:S:1:pos:R:3:forces:R:3 method="wB97M-V/def2-TZVPD" homo_energy_ev="-1.659 / -1.662" s_squared=15.759 e_tot_ev=-98883.8443 gap_ha="0.2154 / 0.2154" spin_multiplicity=8 charge=-2 relative_energy_kcal_mol=20.8
Eu -2.994379 1.098515 -1.050895 1.0 0.9 1.3
C -6.579880 -0.991553 -2.883575 -2.1 0.8 -2.4
C -6.009252 0.122309 -2.257520 -0.2 0.5 -0.3
N -5.098792 -0.264400 -1.387353 0.2 -0.3 -0.1
N -5.039466 -1.607424 -1.469281 0.2 0.3 0.8
C -5.955326 -2.047319 -2.325395 1.0 -1.0 0.2
B -4.145284 -2.442968 -0.511460 -0.4 0.5 -0.2
N -2.711473 -2.565258 -1.119120 -1.5 1.9 2.2
C -1.993091 -3.655033 -1.305716 1.9 1.0 -2.1
C -0.800945 -3.229801 -1.940776 -1.5 -0.9 1.0
C -0.890629 -1.864300 -1.944026 -0.8 1.0 0.5
N -2.033976 -1.403489 -1.385085 0.5 -2.1 -1.3
N -4.283876 -1.726616 0.867882 1.7 -0.3 -1.1
C -4.821742 -2.192108 1.985161 -0.9 -1.2 -0.9
C -4.477334 -1.424845 3.050048 0.5 0.6 -0.6
C -3.633117 -0.438870 2.435493 -0.5 0.2 0.4
N -3.533764 -0.651607 1.128199 0.2 0.7 0.5
H -7.301581 -1.044691 -3.756677 0.9 0.3 1.5
H -6.153718 1.183669 -2.410287 -0.3 -0.2 -0.1
H -5.971280 -3.095027 -2.484964 -0.4 -0.7 -0.3
H -4.611811 -3.530247 -0.457779 -0.2 -0.5 0.1
H -2.349892 -4.640082 -1.211573 -0.6 -0.8 0.4
H -0.051170 -3.845554 -2.350894 0.8 -0.5 -0.2
H -0.174841 -1.185564 -2.310791 0.7 0.8 -0.2
H -5.478756 -3.013789 1.790169 -0.2 -0.5 0.8
H -4.841353 -1.636938 4.032012 0.2 0.5 0.5
H -3.204617 0.469343 2.849893 0.1 -0.3 0.0
N -2.040024 1.110470 -3.502594 -0.8 0.8 0.2
C -0.925650 1.914211 -3.982856 1.7 -1.8 -0.2
C -0.088311 2.589487 -2.874193 -0.2 -1.2 0.1
C 0.782382 1.745052 -1.907779 0.7 -0.1 -0.3
N -0.021426 1.218381 -0.821423 -1.1 0.3 -0.8
H -1.951230 0.127002 -3.635050 0.2 -0.6 -0.3
H -2.926494 1.446828 -3.892469 0.2 -0.2 0.0
H -1.305366 2.660520 -4.639174 -0.4 0.9 -0.4
H -0.260912 1.277023 -4.677044 -0.6 0.8 1.1
H -0.778529 3.220039 -2.329381 -0.1 0.2 0.5
H 0.566721 3.230296 -3.381907 1.1 1.2 -0.8
H 1.693839 2.292034 -1.525179 -1.0 0.2 -0.3
H 1.330554 0.913777 -2.428964 -0.9 0.3 0.2
H -0.466523 1.931605 -0.220343 0.6 -0.2 0.0
H 0.506474 0.548269 -0.312070 0.3 -0.3 0.7
C 1.472761 1.003721 2.414375 -2.5 1.8 -0.2
Si 2.052539 -0.661828 1.878359 1.2 0.1 0.6
C 0.518334 -1.453570 1.326665 -0.9 -1.6 -0.4
C 2.422410 -1.605743 3.506224 0.3 -1.1 0.1
Si 3.426196 -0.411829 0.072277 -0.3 1.2 -0.6
Si 5.207940 0.687986 1.053909 2.0 -0.2 -0.1
C 6.987481 0.112752 0.339854 -2.5 -0.6 0.4
C 5.268791 2.600524 0.886276 -1.1 -1.2 2.1
C 5.554503 0.507132 2.943208 -0.1 1.3 -0.6
Si 4.133431 -2.520606 -0.045161 -0.3 -1.4 0.1
C 2.647166 -3.740147 -0.387675 0.5 1.1 0.2
C 5.137275 -3.126573 1.485954 0.3 -0.4 -0.7
C 5.291803 -2.969336 -1.430130 1.2 -1.2 1.2
H 1.358873 1.113365 3.494753 0.3 0.0 0.2
H 0.352024 1.134730 2.061493 2.1 -0.2 0.4
H 1.993045 1.896529 2.026517 0.0 -0.4 0.2
H -0.360970 -1.130724 1.868973 -0.3 0.1 0.3
H 0.607067 -2.547501 1.440218 -0.2 0.2 -0.1
H 0.332028 -1.263680 0.275162 -0.1 -0.1 -0.1
H 1.456739 -1.409700 4.035315 0.7 -0.6 0.0
H 3.263704 -1.316649 4.170907 -0.5 0.2 -0.5
H 2.598691 -2.726040 3.296872 -0.6 1.5 0.4
H 7.029697 0.052183 -0.731087 0.0 0.2 -0.6
H 6.983590 -0.925731 0.710995 0.8 0.4 0.2
H 7.701309 0.809357 0.723471 0.8 0.0 0.4
H 5.171763 2.930504 -0.096700 0.3 0.6 -1.8
H 6.122898 2.972869 1.447450 0.2 0.2 -0.3
H 4.357706 2.953344 1.395172 0.2 0.1 0.0
H 5.589903 -0.465911 3.360524 -0.1 -1.1 0.2
H 4.720813 1.035461 3.400940 -0.2 0.0 0.4
H 6.465712 1.035443 3.265279 -0.1 0.0 -0.3
H 2.123944 -3.833116 0.547590 -0.5 -0.3 0.4
H 2.920794 -4.718123 -0.751053 0.4 -0.4 0.0
H 1.963121 -3.319349 -1.126012 0.0 0.2 0.1
H 4.963754 -2.512233 2.351279 0.2 0.6 0.2
H 6.220093 -3.177291 1.205651 -0.8 0.1 0.5
H 4.825270 -4.105636 1.826117 0.0 -0.6 -0.1
H 5.141548 -2.634142 -2.407207 -0.3 1.2 -1.4
H 5.273590 -4.058894 -1.559956 0.1 -0.1 0.4
H 6.293401 -2.716679 -1.042834 -0.1 0.1 -0.6
C -0.997861 4.446030 1.833330 0.3 -0.3 -0.5
C -2.207844 3.443436 1.751856 0.3 0.7 2.4
C -3.515633 4.271901 1.997059 0.6 0.5 -1.4
O -2.149316 2.627076 0.689216 -0.5 -0.3 -1.1
H -1.082761 5.215968 2.681623 0.4 -1.3 -1.0
H -1.005865 5.003048 0.879121 0.0 0.0 0.3
H -0.041140 3.814738 1.800446 -1.1 1.1 0.5
H -2.105932 2.867578 2.723961 0.0 0.0 -0.4
H -3.577665 5.066959 1.203498 0.0 -0.4 0.8
H -3.570395 4.680460 3.014186 0.3 0.2 -0.3
H -4.398079 3.680433 1.866294 -0.5 -0.7 -0.1
O -5.939486 3.970637 -3.214502 0.2 -0.5 0.0
N -4.993188 3.178012 -3.282676 0.4 1.0 0.0
O -4.825986 2.484360 -4.327281 0.4 0.2 1.4
O -4.153747 3.153147 -2.295356 -0.8 -0.9 -1.3

93
Properties=species:S:1:pos:R:3:forces:R:3 method="wB97M-V/def2-TZVPD" smiles="C[C@@]1(CC(=O)Br)OC(=O)O[C@]1(N)CCCS(=O)(=O)O.CC(C)O.CC(C)O.CC(C)O.CC(C)O.CC(C)O" homo_energy_ev=-9.735 e_tot_ev=-132701.0056 gap_ha=0.3655 spin_multiplicity=1 relative_energy_kcal_mol=0.0
C -2.005867 -3.254738 -0.888497 0.2 0.0 0.0
C -2.093804 -1.739722 -1.072649 -0.2 -1.2 0.6
C -2.918666 -1.554823 -2.344410 -0.4 0.7 -0.1
C -4.373586 -1.887017 -2.136311 -0.8 0.5 0.9
O -5.088303 -1.329226 -1.366855 0.5 -0.4 -0.8
Br -5.071292 -3.354252 -3.231091 0.1 0.1 0.0
O -2.723881 -1.314319 0.149063 -0.6 0.9 -0.3
C -1.951559 -0.452662 0.821168 0.2 1.2 1.0
O -2.279619 0.220555 1.756620 0.4 -1.2 -1.0
O -0.689853 -0.406796 0.261782 -1.1 1.0 0.1
C -0.746789 -0.966802 -1.011944 2.2 -2.8 -0.9
N 0.295972 -2.042781 -0.993542 -0.5 0.5 0.2
C -0.358013 -0.076433 -2.199822 -0.7 1.1 1.0
C -0.813890 1.396520 -2.165688 -0.1 -0.7 -0.6
C -2.230397 1.665043 -1.658766 0.2 0.9 -0.5
S -2.284091 3.025013 -0.496061 0.2 -0.2 2.0
O -3.230802 2.770492 0.534444 -0.9 -0.2 -0.4
O -0.987076 3.377808 -0.011684 0.7 0.1 -0.7
O -2.808326 4.234056 -1.400911 -0.1 -0.5 -0.5
H -3.007538 -3.660532 -0.818764 -0.4 0.0 0.0
H -1.492469 -3.510106 0.021148 0.3 0.0 0.3
H -1.508270 -3.743598 -1.713117 0.2 -0.1 -0.2
H -2.522072 -2.177400 -3.127267 0.3 -0.3 -0.1
H -2.888609 -0.539712 -2.723519 -0.2 0.2 0.0
H 0.402770 -2.358822 -1.948395 0.3 -0.3 -0.1
H 1.176177 -1.630173 -0.711449 0.1 0.3 -0.1
H 0.718039 -0.047224 -2.203941 0.4 0.0 -0.1
H -0.643058 -0.595088 -3.105196 -0.2 -0.1 -0.3
H -0.777266 1.748506 -3.187007 0.1 0.3 -0.3
H -0.070228 1.963934 -1.629949 0.0 0.2 0.4
H -2.834609 1.998958 -2.494145 -0.3 0.0 -0.2
H -2.757759 0.834191 -1.219831 -0.1 0.0 0.5
H -2.588266 5.043305 -0.926380 0.1 0.4 0.1
C -3.568325 2.894296 5.832966 0.0 0.2 0.1
C -2.192209 2.246573 5.818294 -0.4 -0.4 0.0
C -2.134273 1.089475 4.835589 0.2 0.1 0.0
O -1.856064 1.794452 7.133710 0.3 0.3 0.0
H -4.327430 2.172539 6.146694 0.0 -0.1 -0.1
H -3.594423 3.721160 6.544133 0.0 0.0 0.0
H -3.837712 3.273137 4.846144 0.0 0.0 0.0
H -1.441274 2.990688 5.548367 0.1 0.0 0.1
H -2.849593 0.310539 5.115871 -0.1 0.1 0.0
H -1.143216 0.634193 4.839725 0.0 0.0 0.0
H -2.360573 1.417441 3.824099 0.0 0.0 0.0
H -2.508463 1.135988 7.389378 0.0 -0.1 0.0
C 1.800944 5.077313 6.360237 0.1 0.1 0.2
C 1.421075 6.297808 5.535146 0.1 -0.5 -0.3
C 0.321703 5.969046 4.537364 -0.1 0.2 -0.1
O 2.569089 6.800010 4.849795 0.0 0.3 0.2
H 2.181614 4.281956 5.713622 -0.1 0.0 0.0
H 2.591920 5.326281 7.068080 0.0 0.0 0.0
H 0.945312 4.690161 6.915526 0.0 0.0 0.0
H 1.086940 7.096633 6.197854 0.1 0.1 0.0
H 0.655074 5.200334 3.834802 0.0 -0.1 0.1
H 0.060749 6.849525 3.949554 0.0 0.0 0.0
H -0.575262 5.608565 5.043634 0.0 0.0 0.0
H 2.880880 6.108745 4.258213 0.0 -0.1 0.0
C -5.041620 5.525604 -4.579551 0.1 0.1 -0.1
C -4.314174 4.289361 -5.085949 -0.3 -0.1 0.4
C -5.209669 3.060064 -5.032740 0.1 -0.1 -0.1
O -3.135804 4.068100 -4.312625 0.2 -0.1 -0.3
H -5.341668 5.392297 -3.536666 -0.1 -0.1 0.0
H -4.387092 6.396476 -4.620171 0.0 0.0 -0.1
H -5.933662 5.732091 -5.172434 0.0 0.0 0.0
H -3.981941 4.454874 -6.111357 0.1 0.0 0.0
H -5.515557 2.854130 -4.002776 -0.1 0.1 0.0
H -4.673916 2.181530 -5.395124 0.0 0.0 -0.1
H -6.106766 3.194201 -5.638321 0.0 0.0 0.0
H -3.403373 3.921750 -3.398852 0.0 0.3 0.1
C 2.997159 -6.035691 -1.386553 -0.2 -0.2 -0.1
C 2.959911 -4.890603 -2.385249 0.2 0.1 0.5
C 4.190075 -4.006103 -2.262007 -0.2 0.3 -0.3
O 1.772731 -4.114162 -2.184513 0.0 -0.1 -0.4
H 3.012818 -5.650462 -0.363081 0.1 0.0 0.0
H 2.106213 -6.657546 -1.485110 0.0 0.0 0.0
H 3.879327 -6.657769 -1.533608 0.0 0.0 0.0
H 2.898145 -5.290408 -3.398002 -0.1 0.1 0.0
H 4.244587 -3.559259 -1.264275 0.0 -0.1 0.1
H 4.140285 -3.185149 -2.980867 0.0 0.0 0.0
H 5.099278 -4.567766 -2.434955 0.1 0.0 0.0
H 1.804729 -3.754749 -1.291921 -0.1 -0.1 0.1
C 7.647656 -7.615949 -0.226270 -0.1 -0.1 -0.1
C 7.609851 -6.466321 -1.221482 0.2 0.1 0.5
C 8.846436 -5.588860 -1.103081 0.0 0.1 -0.2
O 6.432427 -5.680878 -1.016220 0.1 -0.2 -0.2
H 7.672421 -7.234691 0.798092 0.1 0.0 0.0
H 6.753914 -8.233295 -0.320515 0.0 0.0 0.0
H 8.524069 -8.246149 -0.381578 0.0 0.0 0.0
H 7.538927 -6.862907 -2.234970 -0.1 0.1 0.0
H 8.907535 -5.146147 -0.105283 0.0 -0.1 0.0
H 8.803271 -4.768163 -1.819457 0.0 0.0 0.0
H 9.757138 -6.161071 -1.283418 0.0 0.0 0.0
H 6.472857 -5.319391 -0.124943 0.0 0.0 0.0